A structure of composition C11H19MnN2O2Si2 at a distorted geometry. Source: the OMol25 dataset; level of theory: ωB97M-V with the def2-TZVPD basis set.

⟨S²⟩: 3.845
Frontier orbital gap (spin up / spin down): 8.186 / 8.485 eV
LUMO (spin up / spin down): -4.34 / -3.90 eV
Net charge: +1
Strongest force on any atom: 2.962 eV/Å
2S+1: 4
DFT total energy: -2420.26986 Eh

Last column: Mulliken spin population.
Geometry (Å):
Mn 1.222275 -1.077816 -0.189817  3.226
N 3.026236 -2.251106 -0.737177  0.009
N 4.110767 -1.530513 -0.187971  -0.006
C 3.818244 -0.679799 0.867743  0.013
O 4.683403 -0.199718 1.589918  0.003
O 2.498645 -0.480904 1.023515  0.025
H 3.004182 -3.208881 -0.381846  0.004
H 3.105569 -2.390666 -1.733652  0.004
H 4.979919 -2.006849 -0.190336  0.000
C -1.828470 -2.421546 1.253554  -0.002
Si -1.077424 -1.099692 0.144132  -0.176
C -0.461015 -2.164655 -1.379806  -0.003
C -2.112617 0.411927 -0.230325  0.008
C -3.420389 0.415348 -0.543201  -0.005
C -4.004795 1.569774 -0.994200  0.001
C -3.261499 2.724598 -1.091691  -0.002
C -1.885231 2.740951 -0.822320  -0.004
C -1.284595 1.578701 -0.383915  -0.009
Si 0.434394 1.253360 0.363446  -0.093
C 2.033881 2.016953 -0.183782  0.009
C 0.216612 1.719925 2.133004  0.001
H -2.677192 -2.904520 0.715381  -0.004
H -2.232177 -2.019426 2.214756  0.000
H -1.096663 -3.151075 1.576392  0.003
H -0.637370 -3.133400 -0.876390  -0.002
H 0.527383 -2.376377 -1.804162  -0.006
H -1.086161 -2.032181 -2.264004  -0.002
H -4.127720 -0.433079 -0.511079  -0.001
H -5.052727 1.708941 -1.164572  0.000
H -3.749461 3.605756 -1.400490  0.000
H -1.242859 3.694901 -1.050362  0.000
H 1.874278 3.103483 -0.385694  -0.001
H 2.371791 1.731611 -1.187465  0.013
H 2.813518 1.814430 0.574111  0.001
H -0.833897 1.591095 2.336431  0.000
H 0.540465 2.752792 2.106653  -0.002
H 0.810686 1.127646 2.795212  -0.003

Atomic forces in eV per Å
0.887 -0.302 0.119
-0.686 -0.353 0.258
-0.759 0.073 -0.757
0.483 0.722 1.887
-1.563 -0.841 -1.593
0.265 -0.153 0.036
-0.058 0.130 0.346
0.459 0.492 -0.436
0.849 -0.210 0.162
-0.697 0.709 0.635
-0.475 0.484 0.287
0.252 -0.775 0.621
2.930 -0.424 0.087
-2.745 -0.940 -0.480
-0.046 1.611 0.362
1.106 -0.271 0.046
1.061 1.743 -0.818
-0.074 -0.965 0.005
-0.377 -0.033 0.146
0.068 0.881 -1.216
-0.135 -0.599 -0.791
0.631 0.174 0.330
0.174 -0.016 -0.843
0.158 -0.402 -0.253
-0.334 0.127 -0.623
0.308 0.405 -0.121
-0.112 0.118 0.239
0.928 0.037 0.288
-0.464 -0.576 -0.230
-0.392 0.987 -0.347
-1.446 -1.846 0.679
0.077 -0.464 0.716
0.192 -0.472 0.207
-0.463 0.390 -0.475
-0.331 0.328 0.486
-0.146 0.384 0.499
0.477 -0.153 0.540